8 unconnected molecules or ions with the total composition H16O8 in a non-equilibrium geometry, computed with ωB97M-V/def2-TZVPD.

As for the SMILES: O.O.O.O.O.O.O.O. As for the HOMO energy: -10.70 eV. The molar mass comes out at 144.120 g mol⁻¹. The spin multiplicity is 1. The calculation puts the calculated total energy at -16639.744 eV. The calculation puts the relative energy (zero: lowest compared OMol25 entry of this formula, charge and spin) at 2.266 eV. The total charge is 0.

Last column: Mulliken charge in e.
Atoms and positions in Å:
O 1.6640 -1.1605 -3.3381  -0.6692
H 1.5862 -1.8268 -2.6553  0.4156
H 2.5828 -1.1957 -3.6042  0.2675
O 0.0735 0.3925 -0.2343  -0.5230
H -0.8576 0.1826 -0.3068  0.2956
H 0.5210 -0.3770 -0.5863  0.3088
O 1.7358 -2.8889 -1.3107  -0.7377
H 2.5698 -3.0990 -1.7308  0.2987
H 1.9312 -2.1363 -0.7524  0.4421
O -0.3076 3.1302 0.2857  -0.6410
H -0.0360 2.2124 0.2779  0.3165
H -1.0580 3.1534 0.8795  0.3467
O -2.7149 0.6615 -0.9215  -0.5960
H -3.3113 0.7920 -1.6587  0.2706
H -3.2716 0.7354 -0.1464  0.2831
O -1.9059 -0.9741 2.2603  -0.6289
H -1.7513 -0.0340 2.1681  0.3687
H -2.8570 -1.0552 2.3309  0.3103
O 2.6030 -0.9192 0.2145  -0.6527
H 2.4684 -0.2482 0.8837  0.3048
H 3.4217 -0.6698 -0.2142  0.2968
O -1.3017 1.6224 2.4854  -0.6859
H -1.4155 1.9657 3.3717  0.2879
H -0.3692 1.7365 2.3019  0.3206